i:
C3H11NO | ωB97M-V/def2-TZVPD

The net charge is 0. Its SMILES is CN(C)C.O. The calculation puts the gap between HOMO and LUMO at 9.442 eV. The calculation puts the lowest unoccupied orbital energy at 0.844 eV. Its HOMO energy is -8.60 eV.

Last column: Mulliken charge in e.
Positions of all 16 atoms, in Å:
C1 -1.39 -0.41 -0.18  -1.3209
N1 -0.21 0.27 0.26  0.1669
C2 0.06 1.54 -0.40  -0.9354
C3 -0.02 0.26 1.70  -0.9491
H1 -1.26 -1.49 -0.17  0.3750
H2 -1.71 -0.18 -1.19  0.4422
H3 -2.30 -0.23 0.41  0.3953
H4 -0.79 2.11 -0.78  0.3569
H5 0.50 2.26 0.30  0.3324
H6 0.78 1.42 -1.21  0.2492
H7 0.69 -0.51 2.01  0.2371
H8 -0.95 0.02 2.23  0.2854
H9 0.33 1.22 2.07  0.3817
H10 0.73 -1.38 -1.74  0.2971
H11 1.58 -1.09 -0.47  0.3201
O1 1.55 -1.60 -1.28  -0.6340



ii:
C3H11NO | ωB97M-V/def2-TZVPD

The net charge is 0. Its SMILES is CC(C)N.O. The calculation puts the gap between HOMO and LUMO at 10.141 eV. The calculation puts the lowest unoccupied orbital energy at 0.804 eV. Its HOMO energy is -9.34 eV.

Last column: Mulliken charge in e.
Positions of all 16 atoms, in Å:
C1 0.65 0.54 -0.54  -1.1740
C2 -0.67 -0.16 -0.56  0.7115
C3 -1.48 0.16 0.69  -1.4026
N1 -1.44 0.21 -1.77  -0.7873
H1 1.18 0.18 0.34  0.1960
H2 1.27 0.44 -1.43  0.3845
H3 0.53 1.62 -0.42  0.3157
H4 -0.52 -1.25 -0.57  0.1908
H5 -2.15 -0.62 1.04  0.3763
H6 -0.75 0.14 1.52  0.3198
H7 -1.87 1.17 0.70  0.3864
H8 -2.30 -0.33 -1.74  0.2674
H9 -0.97 -0.25 -2.54  0.2457
H10 3.31 -1.05 1.29  0.3143
H11 2.70 0.04 2.18  0.3259
O1 2.52 -0.84 1.81  -0.6705



Stability comparison, relative energies in kcal/mol: i 14.4; ii 0.0